# 1
A 4-piece molecular cluster, C14H27FN4O11S2 overall, computed with ωB97M-V/def2-TZVPD.

For the gap between HOMO and LUMO, the calculation gives 7.9 eV. The calculation puts the calculated total energy at -2492.4085 a.u. Its SMILES is CCSCN(CC(N)(N)N)S(=O)(=O)F.O=C1OCCO1.O=C1OCCO1.O=C1OCCO1. The calculation puts the HOMO energy at -8.89 eV.

Each atom is followed by the atoms it is bonded to, with distances in Å.
Positions of all 59 atoms, in Å:
1 C 7.343 -0.907 0.260  C2 1.662, H15 1.194, H16 1.192, H17 1.181
2 C 5.694 -0.955 0.465  C1 1.662, S3 1.877, H18 1.181, H19 1.172
3 S 5.297 -0.042 2.056  C2 1.877, C4 1.910
4 C 3.467 0.507 2.062  S3 1.910, N5 1.513, H20 1.173, H21 1.175
5 N 2.891 0.425 0.666  C4 1.513, C6 1.535, S11 1.746
6 C 1.410 0.020 0.685  N5 1.535, C7 1.644, H22 1.172, H23 1.192
7 C 1.354 -1.513 0.092  C6 1.644, N8 1.521, N9 1.512, N10 1.526
8 N 2.666 -2.199 0.437  C7 1.521, H24 1.048, H25 1.049
9 N 0.211 -2.355 0.613  C7 1.512, H26 1.045, H27 1.044
10 N 1.257 -1.477 -1.430  C7 1.526, H28 1.049, H29 1.044
11 S 3.155 1.888 -0.249  N5 1.746, O12 1.578, O13 1.547, F14 1.740
12 O 4.566 2.522 0.063  S11 1.578
13 O 2.123 3.015 -0.003  S11 1.547
14 F 3.038 1.464 -1.932  S11 1.740
15 H 7.776 -1.651 1.087  C1 1.194
16 H 7.724 0.202 0.470  C1 1.192
17 H 7.681 -1.302 -0.801  C1 1.181
18 H 5.390 -2.093 0.546  C2 1.181
19 H 5.141 -0.484 -0.456  C2 1.172
20 H 2.916 -0.284 2.728  C4 1.173
21 H 3.471 1.597 2.500  C4 1.175
22 H 0.931 0.098 1.752  C6 1.172
23 H 0.801 0.763 -0.020  C6 1.192
24 H 2.745 -2.370 1.469  N8 1.048
25 H 2.736 -3.097 -0.100  N8 1.049
26 H -0.651 -1.799 0.809  N9 1.045
27 H 0.486 -2.969 1.410  N9 1.044
28 H 2.256 -1.460 -1.751  N10 1.049
29 H 0.759 -0.614 -1.740  N10 1.044
30 O 2.087 6.183 -5.921  C31 1.220
31 C 2.522 5.633 -4.923  O30 1.220, O32 1.365, O35 1.365
32 O 2.822 4.304 -4.843  C31 1.365, C33 1.415
33 C 3.501 4.108 -3.617  O32 1.415, C34 1.494, H36 1.093, H37 1.095
34 C 3.042 5.260 -2.783  C33 1.494, O35 1.415, H38 1.095, H39 1.093
35 O 2.770 6.267 -3.739  C31 1.365, C34 1.415
36 H 3.236 3.143 -3.177  C33 1.093
37 H 4.580 4.131 -3.803  C33 1.095
38 H 2.121 5.037 -2.233  C34 1.095
39 H 3.807 5.593 -2.076  C34 1.093
40 O -2.373 -1.131 2.121  C41 1.220
41 C -3.177 -1.783 1.474  O40 1.220, O42 1.365, O45 1.365
42 O -3.245 -3.146 1.477  C41 1.365, C43 1.415
43 C -4.432 -3.499 0.792  O42 1.415, C44 1.494, H46 1.093, H47 1.095
44 C -4.693 -2.313 -0.078  C43 1.494, O45 1.415, H48 1.095, H49 1.093
45 O -4.123 -1.243 0.652  C41 1.365, C44 1.415
46 H -4.288 -4.416 0.213  C43 1.093
47 H -5.228 -3.663 1.526  C43 1.095
48 H -4.190 -2.387 -1.048  C44 1.095
49 H -5.761 -2.144 -0.243  C44 1.093
50 O -8.031 -2.698 -0.120  C51 1.220
51 C -8.180 -1.880 0.772  O50 1.220, O52 1.365, O55 1.365
52 O -7.169 -1.145 1.322  C51 1.365, C53 1.415
53 C -7.773 -0.167 2.147  O52 1.415, C54 1.494, H56 1.093, H57 1.095
54 C -9.102 -0.767 2.476  C53 1.494, O55 1.415, H58 1.095, H59 1.093
55 O -9.379 -1.579 1.350  C51 1.365, C54 1.415
56 H -7.167 0.017 3.038  C53 1.093
57 H -7.865 0.766 1.580  C53 1.095
58 H -9.065 -1.401 3.368  C54 1.095
59 H -9.879 -0.010 2.609  C54 1.093



# 2
A single C19H24FNO2 molecule, computed with ωB97M-V/def2-TZVPD.

For the gap between HOMO and LUMO, the calculation gives 9.2 eV. The calculation puts the calculated total energy at -1043.4759 a.u. Its SMILES is CCOCCCNCc1cccc(OCc2ccc(F)cc2)c1. The calculation puts the HOMO energy at -8.37 eV. The value obtained for the relative energy (zero: lowest compared OMol25 entry of this formula, charge and spin) is 43.93 kcal per mole.

Each atom is followed by the atoms it is bonded to, with distances in Å.
Positions of all 47 atoms, in Å:
1 C -2.078 -1.458 3.117  C2 1.528, H24 1.087, H25 1.087, H26 1.087
2 C -0.947 -1.644 2.107  C1 1.528, O3 1.409, H27 1.094, H28 1.102
3 O -1.235 -1.155 0.818  C2 1.409, C4 1.413
4 C -2.173 -1.925 0.094  O3 1.413, C5 1.527, H29 1.102, H30 1.100
5 C -2.281 -1.406 -1.338  C4 1.527, C6 1.539, H31 1.092, H32 1.092
6 C -1.150 -1.826 -2.293  C5 1.539, N7 1.449, H33 1.093, H34 1.098
7 N 0.136 -1.190 -2.093  C6 1.449, C8 1.458, H35 1.015
8 C 1.079 -1.893 -1.231  N7 1.458, C9 1.503, H36 1.100, H37 1.096
9 C 2.168 -0.944 -0.816  C8 1.503, C10 1.384, C23 1.390
10 C 3.458 -1.027 -1.311  C9 1.384, C11 1.387, H38 1.079
11 C 4.402 -0.083 -0.933  C10 1.387, C12 1.379, H39 1.080
12 C 4.061 0.953 -0.089  C11 1.379, C13 1.395, H40 1.079
13 C 2.761 1.047 0.408  C12 1.395, O14 1.369, C23 1.386
14 O 2.502 2.124 1.211  C13 1.369, C15 1.408
15 C 1.207 2.269 1.746  O14 1.408, C16 1.511, H41 1.100, H42 1.097
16 C 0.110 2.431 0.719  C15 1.511, C17 1.389, C22 1.390
17 C 0.392 2.912 -0.553  C16 1.389, C18 1.383, H43 1.079
18 C -0.609 3.027 -1.501  C17 1.383, C19 1.382, H44 1.078
19 C -1.898 2.668 -1.152  C18 1.382, F20 1.351, C21 1.383
20 F -2.882 2.769 -2.072  C19 1.351
21 C -2.210 2.206 0.114  C19 1.383, C22 1.382, H45 1.079
22 C -1.196 2.087 1.045  C16 1.390, C21 1.382, H46 1.079
23 C 1.829 0.083 0.058  C9 1.390, C13 1.386, H47 1.078
24 H -1.718 -1.708 4.111  C1 1.087
25 H -2.417 -0.425 3.113  C1 1.087
26 H -2.923 -2.102 2.885  C1 1.087
27 H -0.067 -1.080 2.432  C2 1.094
28 H -0.673 -2.709 2.054  C2 1.102
29 H -1.871 -2.985 0.097  C4 1.102
30 H -3.161 -1.854 0.572  C4 1.100
31 H -2.326 -0.316 -1.300  C5 1.092
32 H -3.223 -1.771 -1.753  C5 1.092
33 H -1.012 -2.910 -2.255  C6 1.093
34 H -1.477 -1.568 -3.308  C6 1.098
35 H 0.000 -0.244 -1.752  N7 1.015
36 H 0.602 -2.297 -0.326  C8 1.100
37 H 1.494 -2.730 -1.804  C8 1.096
38 H 3.725 -1.820 -1.992  C10 1.079
39 H 5.410 -0.149 -1.313  C11 1.080
40 H 4.780 1.705 0.197  C12 1.079
41 H 0.968 1.424 2.408  C15 1.100
42 H 1.269 3.175 2.361  C15 1.097
43 H 1.405 3.185 -0.808  C17 1.079
44 H -0.401 3.385 -2.496  C18 1.078
45 H -3.228 1.939 0.353  C21 1.079
46 H -1.420 1.716 2.034  C22 1.079
47 H 0.819 0.115 0.434  C23 1.078